No. 1
The following is a DFT calculation (wB97M-V/def2-TZVPD) of a molecular structure, C33H31BrI2N4O3RbS2 in a non-equilibrium geometry.

The frontier orbital gap comes out at 4.13 eV. As for the LUMO energy: 1.246 eV. The value obtained for the relative energy (zero: lowest compared OMol25 entry of this formula, charge and spin) is 44.68 kcal/mol. As for the total charge: -1. The calculation puts the total energy at -155395.6983 eV.

Each line ends with the Mulliken charge.
Geometry (Å):
Rb -0.13 0.31 0.13  0.685
C 1.12 0.32 3.21  0.247
C 0.53 1.57 2.99  0.041
C 1.42 2.32 2.17  1.220
C 2.55 1.52 1.88  0.407
C 2.37 0.28 2.52  0.920
C 3.38 -0.82 2.67  -1.407
C 3.75 1.96 1.09  -1.617
C 1.24 3.76 1.80  -1.418
C -0.77 2.08 3.52  -1.398
C 0.56 -0.81 4.03  -1.623
H 3.93 -0.75 3.62  0.321
H 4.13 -0.80 1.87  0.312
H 2.92 -1.81 2.66  0.258
H 4.51 1.17 1.06  0.390
H 4.23 2.84 1.52  0.335
H 3.51 2.21 0.05  0.114
H 1.17 4.40 2.69  0.344
H 0.34 3.94 1.21  0.083
H 2.10 4.12 1.22  0.367
H -0.63 2.95 4.18  0.317
H -1.29 1.32 4.11  0.370
H -1.45 2.41 2.73  0.071
H 1.26 -1.12 4.82  0.308
H 0.34 -1.70 3.43  0.063
H -0.36 -0.52 4.53  0.394
I 2.55 -3.39 -3.73  0.059
C 2.77 -1.32 -3.70  -0.309
C 3.82 -0.73 -4.42  -0.226
C 3.99 0.62 -4.41  -0.323
I 5.57 1.42 -5.53  0.073
C 3.13 1.47 -3.66  1.041
C 3.24 2.87 -3.58  -0.599
C 2.36 3.57 -2.80  -1.009
C 1.37 2.87 -2.09  -0.208
N 1.24 1.57 -2.15  0.337
C 2.09 0.87 -2.92  -0.127
C 1.91 -0.55 -2.97  0.353
O 0.93 -1.14 -2.22  -0.197
H 4.49 -1.37 -4.99  0.337
H 4.02 3.38 -4.12  0.177
H 2.42 4.65 -2.71  0.437
H 0.65 3.40 -1.46  0.356
Br 4.71 -6.10 0.57  -0.216
C 3.13 -5.05 0.71  0.023
C 3.17 -3.72 0.32  -0.935
C 2.02 -2.95 0.43  0.099
C 0.83 -3.51 0.89  -0.647
C 0.83 -4.85 1.32  -0.421
C 1.98 -5.61 1.22  -0.734
N -0.29 -2.69 0.93  0.932
C -1.44 -3.19 0.74  -0.619
C -2.67 -2.39 0.76  0.317
C -3.90 -3.01 0.64  -1.053
C -5.04 -2.23 0.61  -0.390
C -4.90 -0.85 0.68  -0.750
C -3.62 -0.31 0.79  -0.269
N -2.54 -1.06 0.84  0.239
H 4.09 -3.28 -0.04  0.556
H 2.05 -1.90 0.17  0.857
H -0.06 -5.28 1.75  0.551
H 1.99 -6.64 1.56  0.406
H -1.59 -4.25 0.51  0.397
H -3.97 -4.09 0.57  0.422
H -6.02 -2.68 0.53  0.422
H -5.76 -0.19 0.64  0.374
H -3.47 0.77 0.82  0.409
C -5.72 3.43 -0.12  -0.914
O -4.40 2.94 -0.01  -0.182
C -3.39 3.72 -0.49  -0.400
S -3.74 5.15 -1.26  -0.409
S -1.88 3.01 -0.30  -0.152
H -6.36 2.68 0.34  0.163
H -6.00 3.57 -1.17  0.392
H -5.83 4.39 0.39  0.362
O -1.17 -1.08 -1.85  -0.091
N -0.41 -0.65 -2.58  -0.016



No. 2
The following is a DFT calculation (wB97M-V/def2-TZVPD) of 10 unconnected molecules or ions with the total composition C40H88O14 in a non-equilibrium geometry.

The frontier orbital gap comes out at 9.63 eV. As for the SMILES: C1CCOC1.C1CCOC1.C1CCOC1.C1CCOC1.C1CCOC1.C1CCOC1.COCCOC.COCCOC.COCCOC.COCCOC. As for the LUMO energy: 0.437 eV. The value obtained for the relative energy (zero: lowest compared OMol25 entry of this formula, charge and spin) is 285.51 kcal/mol. The calculation puts the total energy at -71557.6395 eV.

Each line ends with the Mulliken charge.
Geometry (Å):
C 9.19 -3.83 -1.33  -0.432
C 8.56 -4.86 -2.17  -0.586
C 8.91 -4.51 -3.62  -0.382
O 9.34 -3.19 -3.50  -0.422
C 8.95 -2.59 -2.22  -0.368
H 10.25 -4.05 -1.33  0.237
H 8.77 -3.77 -0.33  0.324
H 7.49 -4.93 -1.98  0.290
H 8.98 -5.86 -2.01  0.289
H 8.04 -4.61 -4.26  0.240
H 9.75 -5.09 -3.98  0.288
H 7.95 -2.21 -2.42  0.274
H 9.70 -1.82 -2.02  0.247
C -5.84 0.45 8.37  -0.547
C -4.66 -0.11 9.10  -0.437
C -3.52 0.38 8.28  -0.359
O -4.08 0.81 7.09  -0.446
C -5.41 0.41 6.92  -0.344
H -6.07 1.45 8.72  0.252
H -6.73 -0.17 8.45  0.309
H -4.63 -1.18 9.31  0.298
H -4.60 0.43 10.05  0.233
H -2.85 -0.45 8.05  0.234
H -2.87 1.13 8.74  0.274
H -5.30 -0.62 6.59  0.248
H -5.84 1.06 6.15  0.284
C -0.94 -7.36 9.00  -0.420
C -0.29 -6.56 7.96  -0.657
C -1.22 -6.63 6.75  -0.351
O -2.47 -6.84 7.40  -0.412
C -2.37 -6.97 8.83  -0.380
H -0.50 -7.18 9.99  0.327
H -0.76 -8.41 8.76  0.241
H 0.76 -6.80 7.74  0.381
H -0.19 -5.50 8.21  0.256
H -0.99 -7.47 6.10  0.261
H -1.10 -5.74 6.14  0.264
H -3.00 -7.79 9.17  0.229
H -2.80 -6.09 9.31  0.260
C 6.56 5.03 2.26  -0.466
C 6.22 3.76 1.65  -0.433
C 4.98 4.16 0.75  -0.397
O 4.77 5.54 0.92  -0.405
C 5.41 5.91 2.09  -0.484
H 7.42 5.51 1.78  0.229
H 6.88 4.95 3.30  0.309
H 5.98 3.03 2.42  0.286
H 7.00 3.37 1.00  0.219
H 4.08 3.62 1.03  0.245
H 5.23 4.00 -0.30  0.281
H 4.72 5.72 2.91  0.271
H 5.65 6.97 2.11  0.344
C -3.95 9.16 2.56  -0.574
C -2.95 8.15 2.24  -0.436
C -3.72 7.10 1.34  -0.358
O -4.85 7.85 0.87  -0.425
C -4.96 9.18 1.35  -0.406
H -3.52 10.15 2.72  0.324
H -4.37 8.83 3.51  0.287
H -2.62 7.68 3.16  0.294
H -2.23 8.45 1.49  0.265
H -3.93 6.18 1.88  0.229
H -3.25 6.80 0.41  0.233
H -5.94 9.52 1.67  0.299
H -4.57 9.84 0.57  0.268
C 0.56 6.33 -11.58  -0.478
C 0.82 5.32 -10.47  -0.455
C 1.14 4.10 -11.22  -0.343
O 0.84 4.33 -12.61  -0.433
C 0.95 5.70 -12.99  -0.285
H 1.26 7.13 -11.33  0.234
H -0.43 6.77 -11.48  0.287
H -0.02 5.20 -9.79  0.224
H 1.64 5.63 -9.82  0.269
H 0.41 3.40 -10.82  0.251
H 2.16 3.77 -11.03  0.277
H 0.21 5.80 -13.78  0.200
H 1.98 5.79 -13.33  0.252
C -3.82 -5.89 -5.92  -0.711
O -2.86 -6.60 -5.19  -0.364
C -3.25 -6.89 -3.86  -0.456
C -3.57 -5.67 -2.96  -0.458
O -4.57 -4.78 -3.37  -0.344
C -5.96 -5.18 -3.50  -0.611
H -4.85 -6.23 -5.83  0.235
H -3.55 -5.79 -6.97  0.320
H -3.86 -4.84 -5.65  0.286
H -2.43 -7.48 -3.46  0.363
H -4.08 -7.58 -3.73  0.327
H -2.62 -5.15 -2.93  0.242
H -3.93 -5.90 -1.96  0.411
H -6.66 -4.35 -3.49  0.246
H -6.20 -5.64 -2.54  0.297
H -6.23 -5.74 -4.40  0.215
C 1.77 -1.42 -4.19  -0.720
O 1.26 -1.52 -2.89  -0.302
C 0.81 -0.20 -2.31  -0.564
C 0.43 -0.54 -0.87  -0.472
O 1.46 -0.91 -0.01  -0.346
C 1.14 -0.91 1.39  -0.696
H 1.16 -0.78 -4.84  0.294
H 1.96 -2.42 -4.57  0.228
H 2.70 -0.87 -4.05  0.304
H -0.15 0.07 -2.76  0.310
H 1.43 0.67 -2.52  0.420
H -0.20 -1.43 -0.92  0.313
H -0.16 0.28 -0.44  0.409
H 1.70 -1.59 2.04  0.249
H 0.06 -1.08 1.41  0.331
H 1.33 0.05 1.87  0.242
C -6.04 1.89 -8.20  -0.715
O -6.44 1.56 -9.55  -0.349
C -5.79 2.23 -10.61  -0.552
C -5.77 3.79 -10.56  -0.340
O -6.98 4.38 -11.04  -0.379
C -8.09 3.87 -10.24  -0.657
H -6.63 1.30 -7.50  0.250
H -6.10 2.93 -7.89  0.281
H -5.01 1.60 -8.01  0.322
H -6.23 1.94 -11.56  0.295
H -4.82 1.73 -10.66  0.405
H -5.10 4.16 -11.34  0.310
H -5.45 4.24 -9.61  0.308
H -8.95 4.48 -10.53  0.304
H -7.84 3.95 -9.19  0.255
H -8.35 2.81 -10.29  0.264
C 5.38 -5.40 12.16  -0.678
O 5.90 -4.19 11.48  -0.367
C 4.86 -3.31 10.95  -0.452
C 5.37 -2.18 10.00  -0.363
O 4.44 -1.05 10.06  -0.314
C 4.95 0.12 9.53  -0.736
H 4.50 -5.17 12.75  0.308
H 6.15 -5.69 12.87  0.249
H 5.24 -6.21 11.44  0.267
H 4.18 -3.00 11.75  0.369
H 4.18 -3.98 10.44  0.279
H 5.27 -2.59 9.00  0.219
H 6.39 -1.92 10.31  0.367
H 4.70 0.97 10.17  0.250
H 4.61 0.18 8.50  0.269
H 6.02 0.15 9.37  0.333



No. 3
The following is a DFT calculation (wB97M-V/def2-TZVPD) of 2 unconnected molecules or ions with the total composition CH3IN2O2 in a non-equilibrium geometry.

The frontier orbital gap comes out at 8.43 eV. As for the LUMO energy: -0.611 eV. The value obtained for the relative energy (zero: lowest compared OMol25 entry of this formula, charge and spin) is 99.16 kcal/mol. The calculation puts the total energy at -16256.1098 eV.

Each line ends with the Mulliken charge.
Geometry (Å):
C 0.67 -0.69 0.70  0.630
N -0.96 1.00 1.32  -0.486
N 0.16 0.19 1.31  -0.097
O 1.36 -1.56 0.21  -0.621
O -1.06 -0.18 -1.31  -0.764
I 0.26 -0.54 -2.61  0.535
H -0.50 1.80 1.62  0.256
H -1.27 0.80 0.34  0.367
H 1.34 -0.83 -1.58  0.178



No. 4
The following is a DFT calculation (wB97M-V/def2-TZVPD) of 2 unconnected molecules or ions with the total composition C3H9NO2 in a non-equilibrium geometry.

The frontier orbital gap comes out at 10.24 eV. As for the SMILES: NC=O.CCO. As for the LUMO energy: 0.787 eV. The value obtained for the relative energy (zero: lowest compared OMol25 entry of this formula, charge and spin) is 26.23 kcal/mol. The calculation puts the total energy at -8841.8177 eV.

Each line ends with the Mulliken charge.
Geometry (Å):
C 0.89 -0.11 -2.03  -0.245
O -0.17 -0.65 -1.28  -0.507
C 0.88 1.39 -2.11  -0.967
H 1.85 -0.50 -1.61  0.237
H 0.92 -0.67 -2.96  0.304
H -0.20 -0.40 -0.37  0.324
H 1.30 1.90 -1.24  0.290
H 1.55 1.70 -2.92  0.315
H -0.11 1.81 -2.28  0.286
C -0.90 -0.35 2.32  0.160
N -1.55 -1.15 3.22  -0.368
O -0.13 -0.81 1.51  -0.627
H -1.08 0.73 2.38  0.328
H -1.18 -2.08 3.37  0.247
H -2.09 -0.81 4.00  0.223